Version a
# C12H20F3N6O5PdS2

C12H20F3N6O5PdS2 as an isolated structure (wB97M-V/def2-TZVPD, the OMol25 dataset).

Output
**Lowest unoccupied orbital energy**: -2.86 eV
**Frontier orbital gap**: 9.0 eV
**HOMO level**: -11.868 eV

Geometry as ORCA input:
```
! wB97M-V def2-TZVPD RIJCOSX def2/J DEFGRID3
* xyz 1 1
Pd 0.5695 1.4098 0.2818
F 0.7870 2.7645 3.5149
C 0.0493 1.7832 4.0148
F 0.7129 1.1839 4.9964
F -1.0885 2.2812 4.4872
S -0.3242 0.5533 2.7003
O -1.1572 -0.4310 3.3149
O -0.9901 1.3666 1.6354
O 0.9694 0.1425 2.1711
C -2.6343 -2.4329 -1.7236
C -1.5656 -1.4377 -1.2067
N -1.6973 -1.2738 0.2313
C -1.6495 -2.5686 0.8966
C -2.9115 -3.3919 0.5315
N -3.5988 -2.6602 -0.5907
C -4.1337 -1.3429 -0.0956
C -2.9445 -0.5915 0.5513
H -2.2228 -3.4071 -1.9835
H -3.2082 -2.0561 -2.5686
H -1.6765 -0.4589 -1.6735
H -0.5685 -1.8096 -1.4415
H -1.6047 -2.4141 1.9722
H -0.7492 -3.0933 0.5804
H -3.6296 -3.4584 1.3472
H -2.6857 -4.3956 0.1755
H -4.3735 -3.2259 -0.9292
H -4.9364 -1.5614 0.6064
H -4.5519 -0.8302 -0.9609
H -3.0481 -0.5596 1.6338
H -2.8987 0.4323 0.1876
O -1.2919 4.1519 -0.0514
S -1.3812 3.2546 -1.1815
N -0.5613 2.0015 -1.2189
C 5.7217 1.7771 0.3622
N 4.6041 1.5334 -0.5505
C 4.7828 1.2718 -1.8661
C 3.7418 1.0585 -2.7000
C 2.4247 1.1192 -2.1529
N 2.2520 1.3710 -0.8575
C 3.3274 1.6039 -0.0070
O 3.1503 1.8463 1.1711
N 1.3612 0.9046 -2.9280
H 6.6487 1.6517 -0.1900
H 5.6791 1.0715 1.1880
H 5.6582 2.7857 0.7636
H 5.8091 1.2473 -2.2059
H 3.8962 0.8581 -3.7480
H 1.4967 0.8240 -3.9201
H 0.4415 1.1513 -2.5633
*
```

=====

Version b
# C12H20F3N6O5PdS2

C12H20F3N6O5PdS2 as an isolated structure (wB97M-V/def2-TZVPD, the OMol25 dataset).

Output
**Lowest unoccupied orbital energy (alpha / beta)**: -3.37 / -3.37 eV
**Frontier orbital gap (alpha / beta)**: 7.9 / 7.9 eV
**HOMO level (alpha / beta)**: -11.220 / -11.220 eV

Geometry as ORCA input:
```
! wB97M-V def2-TZVPD RIJCOSX def2/J DEFGRID3
* xyz 1 1
Pd -1.5359 -0.6653 -0.5607
F -4.6862 -0.7872 -0.0171
C -4.5799 -1.5222 1.1011
F -5.1048 -0.8202 2.1030
F -5.2489 -2.6486 0.9430
S -2.8111 -1.8681 1.4549
O -2.7882 -2.4855 2.7401
O -2.3106 -2.6236 0.3170
O -2.2153 -0.4918 1.4035
C -2.3905 3.3237 -2.2486
C -2.5411 1.8272 -1.9157
N -1.5754 1.4501 -0.8613
C -1.9668 2.1081 0.4041
C -2.1291 3.6202 0.1757
N -1.5513 3.9433 -1.1697
C -0.1424 3.4190 -1.2600
C -0.2162 1.8786 -1.2542
H -3.3452 3.8449 -2.2709
H -1.8726 3.4945 -3.1909
H -2.3438 1.2171 -2.7924
H -3.5437 1.6027 -1.5547
H -1.2033 1.8941 1.1490
H -2.8957 1.6748 0.7595
H -1.5943 4.2137 0.9144
H -3.1720 3.9323 0.1605
H -1.5437 4.9543 -1.2919
H 0.4002 3.8201 -0.4056
H 0.2990 3.8120 -2.1736
H 0.5044 1.4439 -0.5638
H -0.0143 1.4456 -2.2316
O -2.3773 -2.9785 -2.7175
S -1.6276 -1.8953 -3.3198
N -1.1141 -0.7648 -2.4627
C 3.5809 -1.6026 -0.8076
N 2.7657 -2.0563 0.3116
C 3.2253 -2.9840 1.1911
C 2.4609 -3.4291 2.2045
C 1.1343 -2.8923 2.2915
N 0.6844 -1.9907 1.4371
C 1.4775 -1.5428 0.4369
O 1.1209 -0.6983 -0.4013
N 0.3290 -3.2864 3.2893
H 4.5542 -2.0823 -0.7436
H 3.6999 -0.5223 -0.7677
H 3.1010 -1.8608 -1.7495
H 4.2356 -3.3330 1.0286
H 2.8290 -4.1632 2.9039
H 0.6172 -4.0353 3.8929
H -0.6520 -3.0333 3.2945
*
```

=====

Energies in kJ/mol, measured from the most stable structure: version a 0.0; version b 53.9.